[1]
The following is a DFT calculation (ωB97M-V/def2-TZVPD) of a molecular structure, C32H84BIN5O4PSSi2.

ORCA input file:
```
! wB97M-V def2-TZVPD RIJCOSX def2/J DEFGRID3
* xyz 0 1
C 3.411 -1.129 1.834
C 2.526 -0.135 1.082
N 3.235 0.761 0.157
Si 4.109 0.101 -1.181
C 5.855 -0.456 -0.798
C 6.570 0.452 0.208
C 8.071 0.216 0.483
I 8.973 -1.444 -0.497
O 3.255 -1.257 -1.658
Si 1.945 -1.300 -2.651
C 0.663 0.026 -2.289
O -0.141 -0.426 -1.213
C -1.245 0.420 -0.920
C -2.359 -0.389 -0.288
P 1.006 -3.354 -2.352
S 1.192 -4.517 -3.922
B 4.264 1.499 -2.663
O 4.352 1.251 -4.010
O 4.384 2.811 -2.257
H 4.280 -0.632 2.277
H 2.848 -1.586 2.653
H 3.750 -1.940 1.184
H 2.001 0.481 1.820
H 1.747 -0.672 0.542
H 3.763 1.440 0.696
H 5.845 -1.495 -0.451
H 6.405 -0.453 -1.748
H 6.052 0.358 1.167
H 6.451 1.499 -0.096
H 8.238 0.013 1.537
H 8.677 1.073 0.204
H 2.336 -1.254 -4.074
H 1.133 0.994 -2.053
H 0.056 0.175 -3.198
H -1.584 0.907 -1.844
H -0.917 1.219 -0.240
H -2.792 -1.074 -1.019
H -3.144 0.293 0.049
H -1.980 -0.951 0.567
H -0.303 -3.136 -1.891
H 1.621 -3.832 -1.180
H 4.310 0.317 -4.259
H 5.021 3.325 -2.782
C -0.513 1.594 3.150
C -0.922 1.844 4.590
N 0.134 1.542 5.541
C -0.327 1.514 6.919
C -0.840 2.820 7.537
C 1.406 2.208 5.306
C 1.417 3.741 5.269
H -0.160 0.569 3.025
H -1.369 1.747 2.489
H 0.276 2.273 2.821
H -1.763 1.192 4.839
H -1.300 2.877 4.676
H 0.489 1.121 7.533
H -1.128 0.770 6.970
H -0.030 3.507 7.780
H -1.371 2.601 8.465
H -1.537 3.335 6.874
H 1.806 1.840 4.358
H 2.100 1.852 6.071
H 0.581 4.135 4.689
H 2.337 4.091 4.797
H 1.373 4.182 6.264
C -8.149 2.942 1.114
C -7.276 2.568 2.299
N -5.933 2.179 1.898
C -5.161 1.565 2.961
C -4.791 2.419 4.181
C -5.213 3.139 1.075
C -4.986 4.546 1.642
H -8.165 2.131 0.383
H -9.173 3.131 1.441
H -7.796 3.845 0.614
H -7.713 1.705 2.809
H -7.292 3.394 3.028
H -4.246 1.164 2.511
H -5.723 0.695 3.314
H -4.001 3.135 3.960
H -4.429 1.772 4.983
H -5.652 2.968 4.566
H -5.745 3.233 0.125
H -4.249 2.686 0.823
H -5.888 4.937 2.115
H -4.716 5.229 0.834
H -4.181 4.575 2.376
C 6.840 -5.009 -1.187
C 7.213 -6.236 -2.003
N 8.188 -5.957 -3.044
C 8.338 -7.041 -3.999
C 8.904 -8.376 -3.498
C 9.422 -5.328 -2.601
C 10.260 -6.053 -1.538
H 6.478 -4.207 -1.833
H 6.047 -5.269 -0.483
H 7.678 -4.627 -0.604
H 6.318 -6.616 -2.503
H 7.538 -7.032 -1.313
H 8.959 -6.675 -4.821
H 7.349 -7.225 -4.428
H 9.978 -8.328 -3.324
H 8.729 -9.150 -4.248
H 8.422 -8.699 -2.575
H 9.179 -4.334 -2.219
H 10.031 -5.153 -3.491
H 9.636 -6.445 -0.734
H 10.970 -5.354 -1.091
H 10.835 -6.880 -1.953
C -7.038 -0.471 -3.205
C -7.688 0.815 -2.720
N -7.491 1.934 -3.628
C -7.863 3.213 -3.050
C -9.337 3.459 -2.702
C -7.906 1.713 -5.005
C -9.371 1.335 -5.258
H -5.976 -0.316 -3.401
H -7.139 -1.244 -2.442
H -7.503 -0.851 -4.115
H -7.234 1.103 -1.766
H -8.750 0.614 -2.505
H -7.520 3.999 -3.729
H -7.272 3.326 -2.135
H -9.947 3.664 -3.581
H -9.406 4.334 -2.052
H -9.771 2.615 -2.165
H -7.272 0.929 -5.424
H -7.657 2.618 -5.564
H -9.720 0.583 -4.549
H -9.474 0.914 -6.260
H -10.039 2.193 -5.195
*
```

The value obtained for the LUMO energy is 0.31 eV. The value obtained for the energy relative to the best compared isomer or geometry (same formula, charge and spin) is 0.0 kJ/mol. The calculation puts the HOMO-LUMO gap at 8.27 eV. The HOMO energy is -7.954 eV.

Atomic partial charges in e from the Löwdin method, atoms 1 to 4:
1 C -0.0867
2 C -0.3038
3 N -0.0768
4 Si 0.4712

[2]
The following is a DFT calculation (ωB97M-V/def2-TZVPD) of 2 unconnected molecules or ions with the total composition C5H15N2O.

ORCA input file:
```
! wB97M-V def2-TZVPD RIJCOSX def2/J DEFGRID3
* xyz 1 1
C 1.562 -1.414 0.174
C -0.408 -0.411 1.475
C -0.688 -1.390 -0.858
C 0.391 1.224 -0.638
C 0.231 -0.748 0.153
N 1.225 1.880 0.243
N -0.999 1.903 -0.910
O -1.876 -0.611 -0.993
H 1.934 -1.521 1.199
H 1.412 -2.449 -0.270
H 2.284 -0.880 -0.465
H 0.253 0.220 2.174
H -0.536 -1.296 2.153
H -1.410 0.012 1.510
H -0.126 -1.358 -1.699
H -0.955 -2.358 -0.594
H 0.899 0.797 -1.524
H 2.080 1.385 0.320
H 0.800 1.997 1.253
H -0.868 2.885 -0.883
H -1.429 1.576 -0.005
H -1.436 1.323 -1.652
H -2.340 -0.768 -0.164
*
```

The value obtained for the LUMO energy is -3.15 eV. The value obtained for the energy relative to the best compared isomer or geometry (same formula, charge and spin) is 371.4 kJ/mol. The calculation puts the HOMO-LUMO gap at 9.14 eV. The HOMO energy is -12.291 eV.

Atomic partial charges in e from the Löwdin method, atoms 1 to 4:
1 C -0.0389
2 C -0.0843
3 C -0.2072
4 C -0.2297

[3]
The following is a DFT calculation (ωB97M-V/def2-TZVPD) of a single C3H9N3O2 molecule.

ORCA input file:
```
! wB97M-V def2-TZVPD RIJCOSX def2/J DEFGRID3
* xyz 0 1
C 1.483 0.313 0.094
C -1.349 1.386 -0.445
C 0.150 -0.438 -0.016
N -0.072 -0.941 -1.328
N 0.383 -1.665 0.989
N -0.913 0.374 0.517
O 1.478 1.254 1.037
O 2.459 -0.002 -0.529
H -0.525 2.079 -0.631
H -1.643 0.950 -1.405
H -2.186 1.934 -0.020
H -0.691 -1.743 -1.305
H 0.810 -1.202 -1.755
H 0.503 -1.295 1.925
H 1.246 -2.116 0.716
H -1.696 -0.223 0.768
H 0.563 1.335 1.385
*
```

The value obtained for the LUMO energy is 0.83 eV. The value obtained for the energy relative to the best compared isomer or geometry (same formula, charge and spin) is 135.9 kJ/mol. The calculation puts the HOMO-LUMO gap at 10.70 eV. Its SMILES is CNC(N)(N)C(=O)O. The HOMO energy is -9.874 eV.

Atomic partial charges in e from the Löwdin method, atoms 1 to 4:
1 C -0.5043
2 C -0.0976
3 C -0.5418
4 N 0.1043